[1]
C33H48AsIN7O5SeSi3Ti as an isolated structure, computed with ωB97M-V/def2-TZVPD.

Geometry as XYZ:
```
100
Properties=species:S:1:pos:R:3:mulliken_charge:R:1
Ti 0.1914 0.4524 -0.1544 -1.894
O -5.2499 1.1607 2.7420 -0.596
C -4.1322 1.0192 2.0280 0.358
C -4.0091 0.1194 0.9615 -0.123
C -2.8121 0.0929 0.2834 -0.643
N -1.8020 0.8932 0.6000 1.156
C -1.8750 1.6883 1.6608 0.470
C -3.0268 1.7947 2.4049 -1.170
C -0.5012 2.2882 1.9358 -0.503
O -0.2783 2.9785 2.8939 -0.686
O 0.3606 1.9002 1.0330 0.051
C -2.3552 -0.8627 -0.7806 -0.553
O -3.0738 -1.7226 -1.2545 -0.659
O -1.1198 -0.6663 -1.0985 0.547
H -5.9812 0.6329 2.3993 0.397
H -4.8128 -0.5510 0.6859 0.594
H -3.0898 2.4453 3.2651 0.593
C 1.3913 -0.5927 2.9889 -1.308
N 1.6671 -0.5760 1.5459 0.744
C 2.0364 -1.9452 1.1450 -1.035
C 2.8457 0.2803 1.3543 -1.765
C 3.1292 0.5447 -0.0929 0.554
C 4.4546 0.4945 -0.5133 -0.689
C 4.8087 0.9063 -1.7864 -1.453
C 3.8234 1.4112 -2.6168 -0.906
C 2.5001 1.4274 -2.1972 -1.388
C 2.0904 0.9425 -0.9559 2.920
H 2.3101 -0.8031 3.5497 0.453
H 0.6756 -1.3677 3.2287 0.409
H 1.0056 0.3761 3.3106 0.218
H 2.8101 -2.3462 1.8127 0.372
H 2.4272 -1.9404 0.1322 0.362
H 1.1630 -2.5916 1.1825 0.028
H 3.7187 -0.1832 1.8331 0.614
H 2.6634 1.2380 1.8519 0.362
H 5.2163 0.1402 0.1705 0.477
H 5.8386 0.8611 -2.1135 0.361
H 4.0843 1.7754 -3.6024 0.477
H 1.7819 1.8751 -2.8732 0.720
Se -2.1545 -4.4284 -0.0378 0.351
N -3.3515 -4.2357 1.1986 -0.855
C -2.9790 -3.2224 1.9724 0.704
C -3.6704 -2.7198 3.0925 -0.676
C -3.1204 -1.6516 3.7356 -0.969
C -1.9247 -1.0666 3.2551 -0.162
N -1.2495 -1.4697 2.2039 0.009
C -1.7390 -2.5835 1.5871 0.181
N -1.1173 -3.1582 0.5591 -0.410
H -4.5920 -3.1824 3.4171 0.493
H -3.5900 -1.2311 4.6133 0.455
H -1.5050 -0.2082 3.7682 0.543
C -4.0250 3.2725 -0.7295 -1.260
Si -3.0367 2.6781 -2.2500 0.709
C -3.0537 4.1786 -3.4114 -1.128
C -4.1191 1.2924 -2.9799 -1.181
As -0.6871 2.0061 -1.9488 2.231
Si 0.3373 4.1898 -1.4603 1.006
C 2.0931 4.1488 -0.7608 -0.932
C -0.7821 4.9220 -0.1031 -0.586
C 0.4036 5.3046 -3.0045 -1.335
Si -0.4616 1.0734 -4.2599 1.103
C -1.6470 -0.4111 -4.4316 -0.766
C -0.9211 2.4089 -5.5447 -1.392
C 1.2370 0.4458 -4.8362 -1.026
H -4.8571 3.8790 -1.0888 0.609
H -3.4596 3.8937 -0.0388 0.366
H -4.4491 2.4447 -0.1663 0.270
H -4.0663 4.5704 -3.4988 0.469
H -2.7051 3.9375 -4.4113 0.318
H -2.4160 4.9684 -3.0164 0.183
H -5.1710 1.5371 -2.8281 0.487
H -3.9448 0.3225 -2.5152 0.252
H -3.9654 1.1819 -4.0521 0.387
H 2.1959 3.4087 0.0307 -0.101
H 2.3223 5.1276 -0.3357 0.628
H 2.8412 3.9397 -1.5224 0.330
H -0.2088 5.1405 0.7984 0.419
H -1.5606 4.2124 0.1752 -0.566
H -1.2689 5.8464 -0.4149 0.497
H 0.4988 4.7156 -3.9160 0.215
H 1.2708 5.9614 -2.9420 0.452
H -0.4718 5.9439 -3.1022 0.458
H -2.4490 -0.1944 -5.1366 0.487
H -2.1083 -0.6862 -3.4850 -0.078
H -1.1152 -1.2827 -4.8122 0.503
H -1.9921 2.4409 -5.7412 0.351
H -0.4270 2.1935 -6.4919 0.457
H -0.6052 3.4014 -5.2251 0.298
H 1.7458 -0.1588 -4.0902 0.087
H 1.8997 1.2672 -5.1070 0.338
H 1.1007 -0.1651 -5.7296 0.482
I 3.6300 -4.1270 -4.3648 0.111
C 2.1941 -3.0890 -3.2804 -0.945
C 0.8347 -3.3128 -3.2927 -0.396
N 0.2979 -2.3932 -2.4762 0.226
N 1.2142 -1.5866 -1.9374 0.030
C 2.3799 -1.9983 -2.4210 -0.259
H 0.2514 -4.0412 -3.8272 0.528
H -0.6718 -2.2540 -2.2344 -0.254
H 3.3050 -1.5148 -2.1523 0.385
```

Summary:
Frontier orbital gap: 7.23 eV
E: -8698.62404 Eh
Total charge: +1
Relative energy (zero: lowest compared OMol25 entry of this formula, charge and spin): 1.615 eV


[2]
CH2ClNS as an isolated structure, computed with ωB97M-V/def2-TZVPD.

Geometry as XYZ:
```
6
Properties=species:S:1:pos:R:3:mulliken_charge:R:1
C -0.5123 -1.3928 -0.2335 -0.186
N -0.1605 1.2006 -0.1826 -0.519
S 0.9779 -1.6463 0.0697 -0.062
Cl 1.4200 1.0942 0.1655 0.020
H -0.9699 -0.3945 -0.4602 0.458
H -0.7551 1.1388 0.6413 0.289
```

Summary:
Frontier orbital gap (spin up / spin down): 8.52 / 7.35 eV
E: -952.24452 Eh
Relative energy (zero: lowest compared OMol25 entry of this formula, charge and spin): 5.010 eV


[3]
C49H32BrLiN5OS2 as an isolated structure, computed with ωB97M-V/def2-TZVPD.

Geometry as XYZ:
```
91
Properties=species:S:1:pos:R:3:mulliken_charge:R:1
Li 0.1914 0.3804 -0.1687 1.184
Br -6.1126 4.2281 -0.6586 -0.285
C -4.4418 3.3072 -0.8223 -0.069
C -4.0144 2.9086 -2.0943 -0.517
C -2.8199 2.2651 -2.2164 -0.850
C -1.9452 2.0057 -1.1011 0.096
O -0.8368 1.4670 -1.2826 -0.021
C -2.4471 2.4160 0.1920 0.515
C -1.7165 2.1835 1.3831 -0.578
N -0.5330 1.6961 1.4305 1.065
C 0.1740 1.6022 2.5847 -0.476
C 0.0807 2.4956 3.6470 -0.360
C 0.8363 2.3174 4.8073 -0.995
C 1.7356 1.2883 4.9214 -0.904
C 1.9275 0.4027 3.8427 0.919
C 2.8641 -0.6494 3.8529 -0.990
C 2.9430 -1.4915 2.7748 -1.053
C 2.1034 -1.2612 1.6735 -0.474
N 1.2562 -0.2756 1.6227 0.540
C 1.1385 0.5489 2.6686 -0.286
C -3.6935 3.0519 0.2931 -0.933
H -4.6325 3.1198 -2.9597 0.393
H -2.4734 1.9384 -3.1877 0.470
H -2.2413 2.4421 2.3202 0.253
H -0.5836 3.3476 3.5724 0.623
H 0.6786 2.9928 5.6389 0.376
H 2.3012 1.1450 5.8304 0.407
H 3.5159 -0.7636 4.7087 0.427
H 3.6445 -2.3109 2.7555 0.437
H 2.1476 -1.8884 0.7956 0.475
H -4.0475 3.3643 1.2681 0.469
S -1.2923 -1.1654 6.0285 0.029
C -1.5457 -1.9423 7.5449 -0.417
C -2.0452 -3.1992 7.4011 -0.564
C -2.2403 -3.5556 6.0568 -0.526
C -1.8863 -2.5673 5.1683 0.434
C -1.9257 -2.5813 3.7354 0.442
C -1.4175 -1.4882 2.9948 0.074
N -1.3261 -1.4455 1.7023 0.386
C -1.7633 -2.4948 0.9853 -0.324
C -2.3894 -3.6122 1.6045 0.831
C -2.9250 -4.6496 0.7843 -1.081
C -2.8278 -4.6013 -0.5632 -1.037
C -2.1691 -3.5180 -1.2148 0.661
C -2.0600 -3.4240 -2.6016 -0.939
C -1.4012 -2.3385 -3.1706 0.637
C -0.8110 -1.4046 -2.2787 -0.712
N -0.9188 -1.4666 -0.9877 0.732
C -1.6075 -2.4733 -0.4277 -0.589
C -1.3065 -2.1285 -4.5877 0.409
C -0.7178 -1.0768 -5.2459 -0.448
C -0.8267 -1.1506 -6.6447 -0.779
C -1.4932 -2.2567 -7.0681 -0.316
S -2.0051 -3.2391 -5.7470 -0.236
C -2.4496 -3.6423 2.9968 -0.949
H -1.2963 -1.4189 8.4459 0.426
H -2.2692 -3.8480 8.2301 0.389
H -2.6268 -4.5113 5.7518 0.352
H -1.0666 -0.6102 3.5231 -0.099
H -3.4169 -5.4793 1.2753 0.403
H -3.2538 -5.3853 -1.1762 0.406
H -2.4993 -4.1914 -3.2284 0.453
H -0.2308 -0.5728 -2.6414 0.175
H -0.2266 -0.2719 -4.7333 0.654
H -0.4259 -0.4055 -7.3098 0.394
H -1.7220 -2.5518 -8.0735 0.443
H -2.9015 -4.4875 3.4975 0.374
N 1.9403 0.3553 -1.1804 -0.424
C 2.5916 1.2311 -1.7703 -0.795
C 2.4067 2.6840 -1.4753 0.629
C 2.0899 3.0638 -0.1734 -0.278
C 1.7611 4.3719 0.1190 -0.443
C 1.7588 5.3275 -0.8856 -0.548
C 2.0951 4.9669 -2.1798 -0.830
C 2.4121 3.6514 -2.4757 -0.128
C 3.5858 0.8305 -2.8194 0.216
C 3.3371 -0.3396 -3.5367 -0.255
C 4.2536 -0.8218 -4.4499 -0.739
C 5.4487 -0.1495 -4.6527 -0.335
C 5.7129 1.0074 -3.9393 -0.767
C 4.7881 1.4989 -3.0319 -0.205
H 2.0926 2.3086 0.5967 0.312
H 1.4936 4.6489 1.1310 0.400
H 1.4883 6.3508 -0.6629 0.371
H 2.1015 5.7163 -2.9632 0.372
H 2.6426 3.3737 -3.4960 0.457
H 2.4127 -0.8646 -3.3446 0.482
H 4.0416 -1.7282 -5.0021 0.384
H 6.1732 -0.5294 -5.3603 0.363
H 6.6501 1.5281 -4.0896 0.376
H 5.0100 2.3992 -2.4752 0.440
```

Summary:
Frontier orbital gap: 4.51 eV
E: -5613.54774 Eh
Total charge: -1
Relative energy (zero: lowest compared OMol25 entry of this formula, charge and spin): 0.000 eV